No. 1
14
Properties=species:S:1:pos:R:3:nbo_charge:R:1 method="wB97M-V/def2-TZVPD" total_charge=+1 molar_mass_g_mol=116.1 homo_ev=-15.117 de_lowest_kcal_mol=0.0
O -0.56 3.05 0.42 -0.340
C 0.01 -0.33 -0.33 0.428
H -0.62 0.16 -2.82 0.165
H 0.27 -2.16 -1.15 0.456
N 0.01 -1.18 -1.32 -0.543
H 0.08 1.04 2.87 0.386
C -0.29 -0.88 -2.70 0.534
C -0.40 1.99 0.05 0.974
N -0.29 0.93 -0.54 -0.600
H 0.24 -0.61 0.72 0.286
N 0.39 0.14 2.51 -1.110
H -0.06 -0.55 3.11 0.390
H 1.38 0.08 2.71 0.387
O -0.18 -1.71 -3.52 -0.413

=====

No. 2
117
Properties=species:S:1:pos:R:3:mulliken_charge:R:1 method="wB97M-V/def2-TZVPD" total_charge=-1 molar_mass_g_mol=1072.3 s_squared=16.039 spin_multiplicity=8 homo_ev="-5.153 / -5.151" de_lowest_kcal_mol=1.0
C 4.79 -1.30 2.79 0.682
H 1.83 5.37 -5.39 0.296
H 3.17 6.04 -4.47 0.300
C 6.40 0.92 2.37 -0.862
H 2.68 -1.39 1.15 -0.265
C -0.37 5.16 -3.00 2.678
H 3.01 -2.30 3.48 0.367
Gd -0.08 0.22 0.06 -0.604
H -2.00 -2.67 0.85 -0.713
C 2.11 2.76 -4.56 -1.889
C -0.32 -5.25 -2.09 -0.940
H 3.80 6.64 -2.35 0.332
H 2.86 2.43 -5.29 0.576
H 1.19 2.93 -5.10 0.335
H 0.50 7.02 -0.66 0.388
C -0.43 -2.89 -1.79 -0.802
H 3.28 7.67 -1.02 0.540
H 3.72 5.74 0.46 0.623
H -6.31 -2.11 1.29 0.425
H -0.78 -6.02 1.09 0.404
C 4.00 3.70 -3.31 -2.089
C -4.87 -1.29 -0.06 -1.070
H -1.37 6.91 -3.78 0.527
C -3.61 -0.69 -0.18 0.604
H -0.86 3.28 -3.96 0.148
H 4.10 1.64 0.06 0.141
H 4.03 4.57 -0.82 0.283
P 0.27 -2.86 -0.04 2.020
H 3.92 2.94 -2.53 0.235
C -1.78 0.72 -3.03 -0.582
H 0.41 -2.76 -2.48 0.438
H 8.96 0.15 3.20 0.342
N 0.98 -1.87 3.79 -0.898
C -0.86 4.34 -4.20 -1.888
N -1.17 -4.08 -2.15 0.161
H 8.16 0.93 4.57 0.322
C 2.61 4.03 -3.86 2.486
H 0.33 6.80 -4.25 0.341
C 2.78 5.13 -4.91 -1.770
C -4.53 -1.42 2.29 -1.160
H 0.60 5.54 0.31 0.253
C 3.25 5.04 -0.23 -2.163
H -1.67 -6.61 -0.34 0.308
C 3.00 -0.36 1.36 0.996
H 7.05 1.77 2.19 0.438
H 0.56 -5.07 -2.71 0.406
H -2.90 -3.35 -1.26 0.209
C -1.85 0.32 -1.66 -0.422
H -1.25 5.64 -1.06 0.321
H 1.89 -4.57 -0.82 0.433
N -0.83 1.88 1.46 0.620
N -1.77 3.13 3.03 -0.766
H -1.87 4.62 -4.45 0.614
N 0.51 -0.80 4.42 -0.922
H -5.47 -1.44 -0.94 0.450
Br 1.14 2.54 -1.18 0.450
N 0.00 -0.70 2.27 0.963
C 3.98 -2.53 3.03 -1.464
H -1.02 -3.81 1.79 0.549
H 3.79 -3.06 2.10 0.275
C -3.30 -0.83 2.09 0.014
H -0.88 -6.11 -2.50 0.312
N 0.11 -5.61 -0.75 0.149
C 5.17 0.86 1.75 1.062
S -4.17 -0.23 -2.87 -0.329
O 2.25 0.57 1.12 -0.393
C -3.09 -0.22 -1.43 1.232
H -2.92 -5.08 -1.66 0.318
H 4.49 4.57 -2.90 0.326
H 2.76 4.27 0.34 0.191
H 4.24 2.75 1.42 0.316
C -2.31 -4.27 -1.26 -0.850
C -1.40 4.96 -1.89 -1.818
C 6.83 -0.08 3.23 0.800
H -0.89 1.16 -3.47 0.655
H 4.51 -3.20 3.71 0.380
H -1.39 3.95 -1.49 0.183
C 1.00 -4.60 -0.19 -1.433
H -3.07 0.74 -4.80 0.490
C 2.23 5.78 -1.11 3.011
H -0.11 7.29 -2.62 0.308
H 2.26 7.49 -2.45 0.331
H 8.35 -0.83 4.54 0.348
H 1.28 -4.92 0.82 0.396
N 0.69 -1.82 2.54 -0.213
H 1.96 1.96 -3.85 0.344
H -2.65 -0.61 2.93 0.186
H 6.34 -1.97 4.09 0.276
N -2.83 -0.49 0.90 0.500
F 1.27 -0.53 -1.30 -0.647
H -0.24 4.51 -5.08 0.340
C -2.90 0.50 -3.77 -0.757
N -1.94 -4.61 0.10 0.220
C -1.08 -5.78 0.07 -1.047
H -2.40 5.15 -2.28 0.611
C 2.94 6.96 -1.78 -1.957
C 1.18 6.34 -0.15 -2.054
H 4.63 3.30 -4.10 0.624
C -1.12 2.00 2.77 0.159
N -1.90 3.71 1.84 -0.695
C -1.29 -3.50 0.77 -0.198
H -1.08 -2.01 -1.91 -0.034
C 4.77 1.98 0.85 -1.293
C -0.37 6.63 -3.44 -1.900
Si 1.40 4.58 -2.41 -0.739
C -0.09 -0.09 3.47 0.165
C -5.33 -1.66 1.18 -0.634
C 6.02 -1.18 3.43 -1.091
H 1.66 6.90 0.65 0.609
N -1.36 2.99 0.92 0.127
H -4.86 -1.69 3.29 0.457
C 4.34 -0.25 1.97 -0.151
N -0.79 1.06 3.72 0.028
H 3.47 4.80 -5.68 0.523
H 5.65 2.44 0.40 0.459
C 8.16 0.05 3.93 -1.512
H -0.76 1.40 4.67 0.282

=====

No. 3
101
Properties=species:S:1:pos:R:3:mulliken_charge:R:1 method="wB97M-V/def2-TZVPD" total_charge=-1 molar_mass_g_mol=887.0 homo_ev=-4.757
C 5.91 0.36 0.93 -0.037
O 1.73 -0.01 -8.08 -0.586
C 5.08 4.56 -2.88 -0.371
C 1.92 -2.20 -4.63 0.413
C 2.83 -1.69 -6.85 -0.352
H 6.27 -1.92 1.33 0.180
C 2.63 0.12 1.43 -0.832
C -3.06 7.68 2.01 -0.370
H 3.98 1.45 -1.03 -0.291
C -6.95 -7.19 -2.83 -0.517
C 5.07 5.04 -0.40 -0.291
O -5.79 -4.01 -1.73 -0.529
O 1.98 -2.86 -3.60 -0.519
C -2.80 0.93 5.94 -0.432
H -3.83 -5.26 -0.77 0.175
C 4.63 5.80 -3.12 -0.380
C -3.10 1.39 3.48 -0.339
H -9.79 -5.23 -3.32 0.398
C 2.89 -2.41 -5.72 -0.304
O -9.10 -7.71 -3.65 -0.555
H 8.07 -0.56 2.83 0.229
H 3.98 -3.81 -1.13 0.311
H -1.97 4.08 3.19 0.438
C 0.81 -0.46 -5.96 -0.380
C -4.35 1.81 3.71 -0.430
C 0.88 -1.18 -4.83 -0.329
H -3.32 8.69 1.72 0.396
Ga 4.06 0.15 -0.05 -0.029
H -6.65 -8.23 -2.96 0.420
H -8.24 -3.50 -2.41 0.436
H 0.17 -1.04 -4.02 0.448
H 8.83 0.21 1.28 0.244
C -6.12 -6.27 -2.34 -0.166
O 5.74 2.96 -1.29 -0.430
C -1.60 6.16 3.40 -0.465
F 0.32 0.59 0.48 -0.408
O 3.96 7.88 -2.23 -0.597
H -5.00 2.16 2.92 0.448
H 2.33 -2.92 -1.00 0.057
H 3.52 -2.92 0.57 0.191
C 1.79 -0.67 -7.05 0.385
O -4.41 -1.78 1.98 -0.580
H 8.99 -1.68 1.60 0.304
H 4.43 6.98 0.16 0.399
C -4.91 1.83 5.08 0.305
O -1.39 8.51 3.45 -0.562
H 3.67 -1.23 -2.32 -0.129
C -6.56 -4.86 -2.17 0.583
C -4.22 -3.59 0.48 -0.275
C -2.16 -4.90 0.59 0.255
C -8.34 -6.86 -3.21 0.319
H 7.09 -1.17 -0.29 0.172
C 0.48 -1.05 2.42 -0.186
H 5.26 4.67 0.60 0.456
H 6.51 1.27 0.47 0.213
O -1.10 0.52 4.36 -0.495
Cl 5.55 0.76 2.74 -0.318
H -4.49 6.70 0.78 0.409
C -7.94 -4.53 -2.55 -0.382
H 1.24 -1.42 0.25 -0.304
H -2.68 1.37 2.48 0.703
H -0.67 -0.83 2.47 -0.359
H 2.43 1.24 1.77 0.215
H -4.47 1.37 7.17 0.405
C 4.11 -1.53 -1.27 -0.011
H -2.06 -2.36 2.92 0.643
H -5.20 -3.35 0.08 0.586
C -3.69 6.61 1.51 -0.352
C -2.24 0.91 4.57 0.409
H 3.53 -1.83 -7.66 0.390
C -4.04 1.35 6.17 -0.437
C 4.37 6.75 -2.01 0.355
H 5.28 3.86 -3.68 0.424
C -8.77 -5.46 -3.03 -0.410
H -2.15 0.57 6.73 0.453
H 5.26 -1.77 -1.47 0.162
O -3.90 4.27 1.46 -0.542
C 3.45 -2.88 -0.62 -0.750
C -1.97 7.53 2.99 0.358
C -2.23 5.10 2.90 -0.140
H -0.69 -4.26 2.08 0.421
O -6.05 2.22 5.30 -0.603
O -1.49 -5.84 0.17 -0.587
H 0.05 0.29 -6.12 0.401
C -3.74 -2.71 1.56 0.244
C 4.63 6.27 -0.64 -0.375
C -2.40 -3.01 2.13 -0.317
H 3.65 -3.16 -5.56 0.429
C 8.26 -0.74 1.67 -0.965
C 6.83 -1.00 0.85 -0.275
H 0.69 -2.20 2.59 0.108
H -0.80 6.07 4.12 0.432
C -1.67 -4.03 1.67 -0.534
C 5.33 4.09 -1.50 0.370
C -3.32 5.24 1.91 0.408
H 4.44 6.16 -4.12 0.380
C -3.49 -4.61 0.02 -0.033
H -5.10 -6.49 -2.06 0.394
H 2.99 -0.46 2.39 0.342
H 0.97 -0.41 3.29 0.286
C 1.18 -0.52 1.00 0.960

=====

No. 4
120
Properties=species:S:1:pos:R:3:mulliken_charge:R:1 method="wB97M-V/def2-TZVPD" molar_mass_g_mol=1030.1 smiles="CC(C)=CCC[C@@H](C)CCc1cc2c(c(S(=O)(=O)F)c1)C(=O)N(CCCS(=O)(=O)O)C2=O.O=C1C=CC(=O)C=C1.O=C1C=CC(=O)C=C1.O=C1C=CC(=O)C=C1.O=C1C=CC(=O)C=C1.O=C1C=CC(=O)C=C1" homo_ev=-8.590
F -0.33 -2.38 -1.58 -0.129
H -10.86 1.14 6.69 0.396
O -8.64 8.58 0.11 -0.555
O -10.90 5.23 4.92 -0.512
O 5.37 2.51 2.91 -0.495
H 0.37 -0.49 -4.68 0.654
H 4.69 -4.99 2.45 0.440
C 1.30 0.88 0.96 -0.720
O -2.49 -1.46 -2.12 -0.632
C -9.53 8.15 2.25 -0.450
H 4.10 -2.19 -1.36 0.233
C 5.30 0.15 -4.95 -1.915
C 2.88 0.55 -5.50 -1.039
C 0.41 1.95 -1.75 0.456
H -10.08 7.69 4.24 0.385
H -1.80 2.75 1.82 0.565
C 3.72 0.99 1.47 -0.762
C 3.89 0.37 -4.35 0.645
C -1.80 2.96 4.00 0.232
H 1.11 -4.31 -0.83 0.323
C 5.98 -6.23 -4.73 -0.285
C 4.23 -8.32 3.27 0.348
C 2.85 -3.31 -3.49 -0.946
H 2.57 -0.71 -2.98 -0.307
C 2.61 -7.66 1.55 -0.373
C 1.90 1.69 -5.21 -1.660
H 6.55 -5.37 -4.40 0.443
H 1.47 -0.01 0.33 0.025
C 0.38 0.21 -3.85 -0.215
O -7.70 7.17 5.13 -0.624
H 5.96 -0.34 -4.23 0.354
H 1.85 -5.55 -1.82 0.356
H -7.59 3.88 7.59 0.444
C -6.81 7.61 3.00 -0.492
C -2.96 4.43 2.40 -0.298
C 4.75 -5.94 -5.51 0.488
O 2.72 -5.43 0.81 -0.340
C -0.28 0.75 -1.62 0.373
H 4.72 -2.51 -4.20 0.228
O -1.82 0.23 0.22 -0.527
C 3.94 -7.10 -5.97 -0.349
H 4.27 -0.78 -2.63 0.488
C -11.00 3.05 5.79 -0.340
C -9.09 4.65 6.31 -0.283
C 1.50 -4.51 -1.82 -1.734
N 0.07 1.59 0.54 0.272
H -3.25 4.74 1.41 0.465
C 1.08 2.30 -2.90 -0.706
H 5.61 -6.76 3.95 0.399
O 6.33 1.10 1.18 -0.625
C 3.67 -2.20 -4.11 -0.670
C -9.14 2.38 7.25 0.353
H 2.77 -2.64 -0.24 0.243
H 3.94 1.26 -3.73 0.518
C -3.46 5.25 3.52 0.201
S 5.22 1.97 1.42 1.198
C 4.31 -8.35 -5.69 -0.405
C 2.62 -3.55 -2.19 1.496
H -3.47 5.48 5.70 0.463
H 7.23 -7.71 -3.87 0.420
H 0.71 -4.43 -2.57 0.441
C -0.32 -0.11 -2.71 0.542
H 3.05 -6.87 -6.54 0.439
O -4.16 6.23 3.33 -0.525
O 0.29 3.82 -0.19 -0.544
C 0.30 2.65 -0.43 -0.538
C -3.08 4.86 4.90 -0.396
C 3.43 -2.98 -1.06 -1.115
C -8.42 8.26 1.26 0.336
H -10.52 8.36 1.88 0.411
S -1.19 -1.64 -2.66 1.342
H 2.72 -9.62 2.37 0.403
H 2.42 -4.01 -4.20 0.640
C -10.42 2.12 6.55 -0.412
H 1.79 -7.85 0.87 0.438
C 3.55 -0.83 -3.44 -0.404
C 5.54 -8.64 -4.90 0.351
C -9.29 7.79 3.51 -0.214
H 2.35 2.68 1.45 0.351
H 2.34 -0.38 -5.70 0.350
H -8.64 5.63 6.17 0.550
C 3.17 -6.29 1.54 0.271
O -0.99 -2.32 -3.90 -0.674
H 4.65 3.14 3.07 0.370
H 4.02 -3.79 -0.62 0.272
H 5.76 1.10 -5.24 0.461
H 3.98 0.13 0.85 0.149
C 6.34 -7.47 -4.44 -0.434
C 1.10 1.41 -3.96 0.575
H 2.79 2.02 -0.14 0.203
O -1.10 2.00 4.21 -0.545
H 3.32 -2.13 -5.14 0.404
O 4.68 -9.18 4.00 -0.543
H 3.74 -9.21 -6.01 0.408
C 4.79 -6.95 3.27 -0.375
H 2.50 2.58 -5.01 0.407
H 3.54 0.69 2.50 0.569
O 5.01 3.09 0.56 -0.598
H 1.21 1.86 -6.04 0.422
C 4.30 -6.00 2.47 -0.317
H -2.02 3.48 6.12 0.430
H 3.42 0.82 -6.41 0.626
C -0.83 0.72 -0.21 -0.262
C -2.19 3.36 2.62 -0.161
C 3.11 -8.61 2.35 -0.363
H -5.82 7.39 3.37 0.657
H 1.16 0.52 1.98 0.512
O -8.62 1.53 7.94 -0.551
C 2.54 1.76 0.89 -0.116
O 4.42 -4.81 -5.77 -0.534
C -2.31 3.79 5.12 -0.487
H 1.62 3.24 -2.96 0.477
C -7.05 7.97 1.74 -0.400
H 5.24 -0.48 -5.83 0.381
H -11.93 2.89 5.27 0.414
C -10.37 4.39 5.61 0.398
O 5.87 -9.77 -4.64 -0.551
C -8.52 3.71 7.07 -0.435
C -7.92 7.50 3.98 0.544
H -6.26 8.06 1.00 0.434

=====

No. 5
19
Properties=species:S:1:pos:R:3:nbo_charge:R:1 method="wB97M-V/def2-TZVPD" molar_mass_g_mol=100.2 homo_ev=-8.424 de_lowest_kcal_mol=117.2
H -1.35 0.86 0.96 0.193
H 1.21 1.68 0.32 0.478
H -1.29 0.49 -1.34 0.218
H -1.65 -0.66 -2.63 0.220
H -0.86 0.88 -3.01 0.215
C -0.27 0.75 1.09 0.039
H 0.71 -0.08 3.15 0.261
H -0.14 1.45 3.08 0.242
C 0.30 -0.53 1.16 -0.280
H -0.21 -2.24 -0.93 0.209
H 1.61 -2.14 -1.24 0.200
H 1.40 -0.41 1.10 0.133
C -0.91 0.07 -2.28 -0.657
C -0.18 0.41 2.74 -0.612
C 0.62 -1.71 -1.39 -0.386
H 1.30 -0.07 -2.49 0.192
O 0.34 1.92 0.67 -0.708
H -1.08 -0.08 3.09 0.234
C 0.44 -0.58 -2.06 -0.192

=====

No. 6
14
Properties=species:S:1:pos:R:3:nbo_charge:R:1 method="wB97M-V/def2-TZVPD" total_charge=+1 molar_mass_g_mol=82.1 homo_ev="-12.388 / -14.706" de_lowest_kcal_mol=161.1
H 3.64 -0.45 -0.21 0.217
C 1.58 -0.41 -0.23 -0.256
C 0.43 0.23 0.23 -0.099
C 2.80 0.08 0.12 -0.166
H 1.37 -1.19 -1.04 0.232
H 0.44 0.90 1.10 0.222
H -0.79 -0.95 -0.93 0.228
H -2.33 -0.66 1.51 0.212
C -2.39 -0.61 0.40 0.019
H 2.86 0.64 0.94 0.194
N -2.07 0.58 -0.29 -0.579
C -0.90 -0.26 -0.21 -0.136
H -2.28 1.58 -0.08 0.456
H -2.39 0.53 -1.31 0.456

=====

Number 1: total energy -11766.239 eV. Number 2: total energy -184404.114 eV. Number 3: total energy -138485.022 eV. Number 4: total energy -114343.973 eV. Number 5: total energy -8459.270 eV. Number 6: total energy -6791.104 eV.